(1)
{
  "formula": "C33H29CoN4O3PS3",
  "method": "ωB97M-V/def2-TZVPD",
  "symbols": ["Co", "O", "N", "C", "C", "C", "C", "C", "S", "H", "H", "H", "H", "N", "C", "C", "C", "C", "C", "C", "P", "C", "C", "C", "C", "C", "C", "C", "C", "C", "C", "C", "C", "H", "H", "H", "H", "H", "H", "H", "H", "H", "H", "H", "H", "H", "H", "H", "H", "O", "C", "C", "C", "C", "C", "C", "C", "O", "N", "N", "C", "S", "C", "C", "S", "H", "H", "H", "H", "H", "H", "H", "H", "H"],
  "xyz": [[0.22285, -0.42465, -0.75161], [-0.05361, 1.35768, -1.81157], [-0.36304, 1.20885, -3.09192], [-1.18008, 2.11124, -3.67390], [-1.49762, 2.02418, -5.00199], [-0.95825, 0.97616, -5.74932], [-0.13296, 0.06432, -5.13788], [0.18436, 0.16722, -3.77287], [1.18734, -0.94716, -2.93198], [-1.53885, 2.87798, -3.00525], [-2.16107, 2.75653, -5.43858], [-1.19033, 0.87982, -6.80228], [0.29181, -0.76777, -5.68225], [1.95346, -1.82940, 0.19127], [2.03637, -1.65577, 1.60170], [2.25862, -2.71953, 2.46599], [2.32898, -2.49083, 3.83245], [2.19388, -1.20307, 4.33570], [1.94786, -0.14564, 3.46984], [1.84656, -0.36190, 2.10015], [1.39966, 0.88846, 0.84826], [3.02938, 1.39430, 0.17854], [3.03116, 2.14517, -1.00170], [4.22934, 2.50476, -1.60172], [5.43756, 2.09966, -1.04761], [5.44539, 1.34535, 0.11795], [4.24611, 0.99699, 0.73251], [0.83231, 2.29688, 1.84099], [-0.36323, 2.13133, 2.54632], [-0.82037, 3.13485, 3.38666], [-0.09901, 4.31873, 3.51013], [1.06455, 4.50283, 2.77637], [1.53205, 3.49375, 1.94072], [1.98941, -2.80055, -0.09095], [2.68891, -1.32802, -0.29820], [2.37580, -3.72191, 2.06664], [2.49860, -3.32228, 4.50668], [2.27021, -1.02367, 5.40118], [1.81865, 0.85565, 3.86482], [2.08392, 2.41605, -1.45645], [4.22003, 3.08398, -2.51751], [6.37240, 2.36291, -1.52920], [6.38461, 1.02178, 0.55034], [4.26241, 0.41576, 1.64888], [-0.93291, 1.21519, 2.42398], [-1.74242, 2.99848, 3.93980], [-0.44664, 5.09813, 4.17803], [1.61312, 5.43449, 2.85374], [2.44456, 3.63720, 1.37512], [-4.94230, -2.16091, 0.16997], [-4.86750, -0.88915, 0.59081], [-6.03051, -0.32611, 1.11992], [-6.03820, 0.98011, 1.56186], [-4.88607, 1.76308, 1.49010], [-3.72778, 1.20735, 0.98211], [-3.69083, -0.11488, 0.52923], [-2.39440, -0.64450, 0.03104], [-1.35622, 0.08474, 0.19847], [-2.38650, -1.81934, -0.54797], [-1.09649, -2.13699, -0.96909], [-0.95520, -3.36454, -1.28203], [0.56243, -4.06402, -1.81867], [-0.21053, -5.54043, -2.50605], [-1.32556, -5.95217, -1.56724], [-2.31231, -4.48504, -1.19265], [-4.05544, -2.39157, -0.20662], [-6.91795, -0.94533, 1.16897], [-6.95178, 1.40022, 1.96577], [-4.89674, 2.79018, 1.83181], [-2.81265, 1.78387, 0.92106], [0.56116, -6.30441, -2.59520], [-0.59549, -5.29986, -3.49618], [-0.92541, -6.36166, -0.64132], [-1.98955, -6.68315, -2.02808]],
  "e_tot_ha": -4638.362807,
  "relative_energy_kj_mol": 66.7,
  "e_lumo_ev": [0.317, 0.319],
  "s_squared": 0.767,
  "multiplicity": 2
}

---

(2)
{
  "formula": "C6H36O12",
  "method": "ωB97M-V/def2-TZVPD",
  "symbols": ["C", "O", "C", "C", "C", "C", "C", "H", "H", "H", "H", "H", "H", "H", "H", "H", "H", "H", "H", "H", "H", "H", "H", "O", "H", "H", "O", "H", "H", "O", "H", "H", "O", "H", "H", "O", "H", "H", "O", "H", "H", "O", "H", "H", "O", "H", "H", "O", "H", "H", "O", "H", "H", "O"],
  "xyz": [[-1.62591, -0.52825, -1.33450], [-0.96988, 0.22144, -2.35873], [-0.70344, -0.43938, -0.09129], [0.74422, -0.64769, -0.48117], [1.70570, -1.14178, 0.57503], [2.36443, -2.47085, 0.24743], [1.37322, -3.58055, -0.17596], [-2.66320, -0.10758, -1.37680], [-1.81715, -1.57577, -1.60381], [-0.92483, -0.43809, -3.18854], [-1.06875, -1.33383, 0.44610], [-0.82728, 0.42872, 0.54730], [1.03290, 0.47136, -0.61636], [0.85667, -1.19502, -1.41128], [1.03892, -0.98961, 1.46308], [2.50437, -0.42915, 0.84778], [3.11320, -2.29817, -0.53405], [2.90357, -2.82523, 1.13228], [0.69222, -3.26512, -0.94732], [1.99345, -4.35912, -0.62745], [0.81317, -4.06869, 0.60446], [-0.19520, 3.10046, 1.69333], [-1.05394, 2.43472, 0.56660], [-0.88428, 2.38049, 1.52278], [-2.41102, 1.50922, 2.20405], [-3.76757, 1.19407, 1.45060], [-3.12558, 0.85711, 2.10498], [1.33442, 4.34951, 2.58740], [2.17376, 3.24922, 2.04945], [1.35092, 3.73811, 1.83753], [-1.20945, -1.48791, 4.93763], [-0.63316, -0.11984, 5.31747], [-0.46406, -0.90069, 4.77504], [-0.01630, -0.62612, -4.83161], [0.12257, -2.04334, -4.14364], [-0.51427, -1.32851, -4.38718], [-1.30398, 3.34841, -1.90737], [-1.91982, 2.01212, -1.61499], [-1.73741, 2.86355, -1.19431], [0.11325, 0.12915, 3.42212], [0.18456, 1.40903, 2.51898], [0.67352, 0.89944, 3.19996], [1.41438, -3.08748, -2.76383], [2.20879, -3.03309, -4.04297], [1.32289, -3.23730, -3.71629], [0.86894, 0.76368, -3.01407], [1.22012, 1.76938, -4.27085], [1.16424, 0.88033, -3.91520], [3.19262, 1.69533, 3.81071], [2.32361, 1.32554, 2.66570], [3.22682, 1.65262, 2.84809], [-5.31878, 1.25616, -0.66247], [-3.98317, 1.88474, -0.21872], [-4.89303, 1.73426, 0.05492]],
  "e_tot_ha": -1152.705400,
  "relative_energy_kj_mol": 90.4,
  "e_lumo_ev": [-3.035, -9.109],
  "total_charge": 1,
  "s_squared": 0.755,
  "multiplicity": 2
}

---

(3)
{
  "formula": "C13H21NO3",
  "method": "ωB97M-V/def2-TZVPD",
  "symbols": ["C", "O", "C", "C", "C", "N", "C", "C", "C", "O", "C", "C", "C", "C", "C", "C", "O", "H", "H", "H", "H", "H", "H", "H", "H", "H", "H", "H", "H", "H", "H", "H", "H", "H", "H", "H", "H", "H"],
  "xyz": [[-4.52076, -2.14016, -0.02653], [-3.75478, -1.07363, -0.51948], [-3.91627, 0.11186, 0.22128], [-2.93848, 1.16166, -0.32265], [-3.21188, 2.53463, 0.29360], [-1.61800, 0.64479, -0.07779], [-0.55046, 1.33482, -0.12782], [0.73353, 0.71704, 0.10914], [0.82258, -0.63666, 0.33061], [-0.22938, -1.41764, 0.35977], [2.13458, -1.31843, 0.55840], [3.30571, -0.56141, -0.07861], [4.62544, -1.18912, 0.37401], [3.21134, -0.62845, -1.60410], [3.23557, 0.89358, 0.39076], [1.91699, 1.57215, 0.07323], [1.86138, 2.76315, -0.16460], [-4.24415, -2.38537, 1.00672], [-5.59369, -1.90983, -0.05660], [-4.31498, -2.99364, -0.66890], [-4.95157, 0.47815, 0.13696], [-3.70184, -0.07171, 1.28582], [-3.08580, 1.21038, -1.41072], [-3.03300, 2.50258, 1.36650], [-4.24454, 2.82262, 0.11647], [-2.56605, 3.29003, -0.14506], [-0.51543, 2.40435, -0.34525], [-1.05100, -0.83454, 0.18117], [2.06588, -2.33851, 0.17509], [2.29201, -1.38958, 1.63998], [4.72625, -1.14479, 1.45631], [5.46695, -0.66197, -0.06879], [4.67571, -2.23141, 0.06725], [2.27795, -0.19554, -1.95511], [4.03319, -0.07869, -2.05666], [3.26186, -1.66072, -1.94350], [4.03933, 1.48669, -0.04908], [3.35582, 0.93331, 1.47820]],
  "e_tot_ha": -788.429961,
  "relative_energy_kj_mol": 0.0,
  "e_lumo_ev": 0.764,
  "smiles": "COC[C@@H](C)/N=C/C1=C(O)CC(C)(C)CC1=O"
}